No. 1
DFT (ωB97M-V with the def2-TZVPD basis set) results for a molecular structure, C41H44CrN5O4P in a non-equilibrium geometry.

```
! wB97M-V def2-TZVPD RIJCOSX def2/J DEFGRID3
* xyz 1 2
Cr -0.04 0.33 0.61
O 1.22 -3.34 1.26
C 0.34 -2.66 0.80
N 0.63 -1.45 0.10
C 1.63 -1.53 -0.85
O 1.99 -2.50 -1.45
C 2.31 -0.20 -1.01
C 3.61 -0.11 -1.45
C 4.29 1.08 -1.27
C 3.64 2.13 -0.64
C 2.32 1.97 -0.26
N 1.65 0.83 -0.47
C -1.11 -3.06 1.00
C -1.38 -4.36 1.39
C -2.70 -4.73 1.61
C -3.69 -3.77 1.48
C -3.32 -2.50 1.07
N -2.06 -2.16 0.79
H 4.07 -1.00 -1.88
H 5.32 1.17 -1.57
H 4.14 3.06 -0.43
H 1.79 2.76 0.25
H -0.55 -5.05 1.52
H -2.95 -5.74 1.90
H -4.73 -4.00 1.66
H -4.07 -1.72 0.92
C -2.41 -0.68 4.01
C -1.15 -0.37 3.27
O -1.27 -0.07 2.06
C 0.11 -0.36 3.94
C 0.22 -0.77 5.29
C 1.40 -0.63 5.97
C 2.52 -0.09 5.31
C 2.44 0.28 3.99
C 1.24 0.15 3.27
O 1.23 0.57 2.02
H -3.27 -0.52 3.36
H -2.51 -0.05 4.90
H -2.41 -1.73 4.33
H -0.64 -1.20 5.79
H 1.47 -0.94 7.01
H 3.45 0.03 5.84
H 3.30 0.68 3.46
N -1.80 -0.55 -4.63
C -0.87 -0.58 -3.63
N -1.19 -1.32 -2.62
C -2.41 -1.91 -3.00
C -3.17 -2.92 -2.42
C -4.34 -3.31 -3.03
C -4.77 -2.72 -4.23
C -4.00 -1.78 -4.88
C -2.82 -1.40 -4.25
H -1.72 -0.07 -5.51
H 0.06 -0.02 -3.72
H -2.81 -3.43 -1.54
H -4.94 -4.10 -2.59
H -5.71 -3.05 -4.68
H -4.30 -1.37 -5.84
C -3.70 4.18 0.66
C -2.95 2.86 0.83
C -2.96 2.58 2.34
C -3.66 1.72 0.08
P -1.12 2.81 0.32
C -0.40 4.09 1.40
C 0.31 3.66 2.52
C 0.83 4.58 3.43
C 0.64 5.94 3.22
C -0.07 6.37 2.11
C -0.58 5.46 1.20
C -0.96 3.44 -1.48
C -2.08 4.36 -1.96
C -0.99 2.18 -2.35
C 0.39 4.15 -1.70
H -4.63 4.11 1.23
H -3.97 4.41 -0.37
H -3.14 5.02 1.07
H -4.00 2.45 2.67
H -2.53 3.41 2.90
H -2.42 1.68 2.59
H -4.66 1.58 0.49
H -3.11 0.78 0.18
H -3.77 1.94 -0.98
H 0.46 2.61 2.69
H 1.38 4.23 4.29
H 1.04 6.66 3.92
H -0.22 7.43 1.94
H -1.12 5.82 0.34
H -3.04 3.86 -1.97
H -1.85 4.65 -2.99
H -2.16 5.28 -1.38
H -1.98 1.71 -2.35
H -0.27 1.45 -2.01
H -0.74 2.45 -3.39
H 0.66 4.85 -0.91
H 0.33 4.72 -2.63
H 1.21 3.43 -1.82
*
```

Summary:
**Expectation value of S²**: 0.78
**Energy above the lowest of the compared OMol25 structures with the same formula, charge and spin**: 162.8 kJ/mol
**HOMO-LUMO gap (spin up / spin down)**: 0.2445 / 0.2696 hartree
**DFT total energy**: -3549.18002 hartree


No. 2
DFT (ωB97M-V with the def2-TZVPD basis set) results for a molecular structure, C41H44IN3O5Os in a non-equilibrium geometry.

```
! wB97M-V def2-TZVPD RIJCOSX def2/J DEFGRID3
* xyz 2 1
Os 0.13 0.17 -0.02
C -1.38 -1.79 3.41
C -1.48 -1.06 2.10
C -1.53 0.33 2.02
C -1.33 1.22 3.21
C -1.87 0.95 0.77
C -2.20 2.42 0.74
C -2.15 0.15 -0.38
C -2.85 0.80 -1.54
C -1.86 -1.24 -0.32
C -2.07 -2.14 -1.51
C -1.51 -1.83 0.91
C -1.27 -3.31 0.98
H -2.14 -2.58 3.45
H -1.56 -1.13 4.26
H -0.41 -2.27 3.54
H -0.63 2.02 2.98
H -0.93 0.68 4.07
H -2.28 1.68 3.51
H -3.22 2.55 1.11
H -2.15 2.84 -0.26
H -1.55 3.00 1.39
H -2.29 1.63 -1.95
H -3.80 1.20 -1.17
H -3.08 0.10 -2.34
H -2.95 -2.78 -1.34
H -1.22 -2.80 -1.68
H -2.23 -1.60 -2.43
H -0.78 -3.68 0.09
H -2.23 -3.84 1.06
H -0.68 -3.59 1.85
C 6.51 -1.15 3.35
O 5.40 -1.65 2.62
C 4.38 -2.19 3.33
C 4.34 -2.32 4.71
C 3.23 -2.90 5.32
C 2.16 -3.36 4.57
C 2.20 -3.23 3.19
C 3.29 -2.63 2.58
N 3.33 -2.44 1.16
C 2.37 -1.85 0.43
N 2.25 -2.30 -0.81
C 1.58 -1.72 -1.91
C 0.70 -0.66 -1.81
C 0.12 -0.20 -3.00
C 0.40 -0.80 -4.21
C 1.27 -1.88 -4.29
C 1.87 -2.34 -3.14
O 2.73 -3.38 -3.06
C 3.09 -4.06 -4.27
N 1.60 -0.85 0.93
C 2.24 -0.10 1.99
C 1.72 -0.05 3.27
C 2.35 0.69 4.26
C 3.50 1.39 3.95
C 4.04 1.35 2.67
C 3.41 0.60 1.68
O 3.84 0.50 0.40
C 5.05 1.17 0.05
H 7.20 -0.75 2.61
H 7.01 -1.94 3.91
H 6.20 -0.35 4.02
H 5.17 -1.99 5.32
H 3.22 -3.00 6.40
H 1.32 -3.84 5.05
H 1.40 -3.61 2.56
H 4.16 -2.75 0.68
H 2.77 -3.13 -1.05
H -0.55 0.64 -2.99
H -0.07 -0.43 -5.11
H 1.48 -2.34 -5.25
H 3.79 -4.84 -3.98
H 3.57 -3.37 -4.96
H 2.21 -4.51 -4.73
H 0.85 -0.64 3.49
H 1.95 0.71 5.26
H 4.00 1.97 4.71
H 4.94 1.90 2.45
H 5.22 0.94 -1.00
H 5.88 0.81 0.65
H 4.94 2.25 0.17
I 2.59 8.48 -1.19
C 1.98 6.51 -0.94
C 1.21 5.90 -1.93
C 0.80 4.59 -1.76
C 1.17 3.90 -0.60
C 1.94 4.51 0.38
C 2.34 5.82 0.21
C 0.73 2.53 -0.42
O 1.08 1.82 0.61
O -0.02 1.88 -1.20
H 0.94 6.44 -2.83
H 0.21 4.10 -2.52
H 2.22 3.97 1.27
H 2.94 6.31 0.97
*
```

Summary:
**Energy above the lowest of the compared OMol25 structures with the same formula, charge and spin**: 0.0 kJ/mol
**HOMO-LUMO gap**: 0.2421 hartree
**DFT total energy**: -2517.11216 hartree


No. 3
DFT (ωB97M-V with the def2-TZVPD basis set) results for a molecular structure, C41H44IrN9S5 in a non-equilibrium geometry.

```
! wB97M-V def2-TZVPD RIJCOSX def2/J DEFGRID3
* xyz 3 2
Ir 1.71 1.32 1.21
N 1.03 -0.49 1.26
S 0.16 -1.67 1.18
N -0.15 -2.28 -0.27
S 0.01 -1.43 -1.56
N -0.69 -0.06 -1.54
S -0.38 1.51 -1.39
N 0.66 2.04 -0.49
C -0.17 2.07 -3.06
C -0.91 1.51 -4.09
C -0.76 2.01 -5.37
C 0.11 3.07 -5.61
C 0.84 3.63 -4.57
C 0.70 3.13 -3.28
C -2.03 2.06 -1.03
C -2.14 3.37 -0.58
C -3.40 3.90 -0.36
C -4.53 3.13 -0.59
C -4.41 1.82 -1.04
C -3.16 1.28 -1.28
C 1.70 -1.37 -2.05
C 2.13 -0.41 -2.95
C 3.43 -0.48 -3.43
C 4.28 -1.49 -2.99
C 3.84 -2.44 -2.08
C 2.54 -2.39 -1.61
C -0.82 -2.43 -2.75
C -1.86 -3.25 -2.33
C -2.54 -3.98 -3.28
C -2.19 -3.89 -4.62
C -1.15 -3.06 -5.02
C -0.45 -2.32 -4.09
C -1.47 -1.50 1.86
C -2.07 -0.26 1.74
C -3.36 -0.09 2.20
C -4.04 -1.15 2.79
C -3.42 -2.40 2.91
C -2.13 -2.58 2.44
C 0.88 -3.03 2.03
C 1.40 -2.77 3.29
C 1.96 -3.81 4.01
C 2.00 -5.08 3.47
C 1.48 -5.33 2.21
C 0.90 -4.30 1.47
H -1.60 0.69 -3.90
H -1.33 1.59 -6.19
H 0.21 3.47 -6.61
H 1.51 4.45 -4.76
H 1.26 3.54 -2.45
H -1.25 3.96 -0.41
H -3.50 4.92 -0.02
H -5.52 3.55 -0.42
H -5.30 1.23 -1.23
H -3.06 0.26 -1.63
H 1.47 0.36 -3.31
H 3.77 0.25 -4.16
H 5.29 -1.55 -3.38
H 4.50 -3.22 -1.74
H 2.18 -3.14 -0.91
H -2.12 -3.32 -1.28
H -3.35 -4.63 -2.98
H -2.72 -4.48 -5.36
H -0.87 -3.00 -6.07
H 0.37 -1.68 -4.39
H -1.54 0.57 1.28
H -3.85 0.87 2.09
H -5.04 -1.02 3.16
H -3.95 -3.22 3.37
H -1.65 -3.55 2.53
H 1.37 -1.76 3.70
H 2.38 -3.62 4.99
H 2.45 -5.89 4.03
H 1.51 -6.33 1.79
H 0.47 -4.49 0.50
N 2.52 3.24 1.07
N 3.73 3.31 0.35
C 4.28 2.18 -0.16
N 5.42 2.29 -0.83
S 3.52 0.66 0.00
H 1.80 3.81 0.61
H 2.66 3.59 2.02
H 4.19 4.21 0.30
H 5.92 3.16 -0.92
H 5.88 1.46 -1.15
C 2.69 1.18 3.03
H 3.09 0.17 3.08
H 2.03 1.35 3.86
H 3.55 1.86 3.12
S -0.09 2.59 2.25
C -0.81 2.13 3.75
N -0.53 1.11 4.54
C -1.37 1.08 5.75
C -2.27 2.32 5.56
N -1.82 2.83 4.26
H 0.22 0.46 4.37
H -0.75 1.15 6.64
H -1.94 0.16 5.79
H -2.12 3.07 6.33
H -3.32 2.06 5.51
H -2.14 3.69 3.84
*
```

Summary:
**Expectation value of S²**: 0.75
**Energy above the lowest of the compared OMol25 structures with the same formula, charge and spin**: 93.6 kJ/mol
**HOMO-LUMO gap (spin up / spin down)**: 0.3243 / 0.2314 hartree
**DFT total energy**: -4175.77626 hartree


No. 4
DFT (ωB97M-V with the def2-TZVPD basis set) results for 2 unconnected molecules or ions with the total composition C41H44N5O3S in a non-equilibrium geometry.

```
! wB97M-V def2-TZVPD RIJCOSX def2/J DEFGRID3
* xyz 1 1
C -2.51 3.99 3.08
N -2.24 2.58 3.26
C -3.25 1.69 3.51
O -4.43 1.98 3.63
C -2.62 0.30 3.61
C -3.16 -0.65 2.53
C -4.65 -0.90 2.67
C -5.52 -0.53 1.64
C -6.90 -0.72 1.79
C -7.40 -1.29 2.97
C -6.52 -1.67 4.00
C -5.15 -1.49 3.84
N -1.19 0.58 3.47
C -0.25 -0.39 3.56
C 1.11 -0.15 3.41
C 2.14 -1.07 3.52
C 3.52 -0.72 3.38
C 4.56 -1.70 3.54
C 5.89 -1.39 3.40
C 6.27 -0.06 3.09
N 7.64 0.28 2.93
O 7.95 1.46 2.64
O 8.50 -0.62 3.08
C 5.29 0.95 2.92
C 3.95 0.62 3.07
C -0.90 2.01 3.23
C -0.30 2.24 1.83
C -0.07 2.62 4.37
H -3.58 4.16 3.14
H -2.01 4.59 3.85
H -2.15 4.33 2.10
H -2.83 -0.10 4.62
H -2.95 -0.19 1.55
H -2.60 -1.59 2.60
H -5.10 -0.07 0.74
H -7.57 -0.41 0.99
H -8.48 -1.43 3.09
H -6.91 -2.11 4.92
H -4.44 -1.78 4.63
H -0.62 -1.39 3.78
H 1.40 0.87 3.18
H 1.92 -2.12 3.74
H 4.27 -2.72 3.78
H 6.68 -2.13 3.52
H 5.61 1.96 2.68
H 3.22 1.42 2.93
H -1.00 1.85 1.08
H -0.14 3.31 1.67
H 0.65 1.72 1.70
H -0.63 2.48 5.31
H 0.90 2.14 4.48
H 0.08 3.69 4.19
C 1.32 -5.25 -4.17
C 0.64 -4.78 -2.88
C -0.10 -3.47 -3.15
C 1.62 -4.64 -1.70
C 2.45 -5.91 -1.51
N 3.27 -5.81 -0.29
C 4.41 -6.60 -0.04
C 4.93 -6.35 1.24
C 6.08 -7.01 1.67
C 6.72 -7.89 0.79
C 6.20 -8.12 -0.50
C 5.03 -7.47 -0.92
S 3.96 -5.20 2.13
C 2.86 -5.01 0.74
N 1.82 -4.25 0.77
C 0.93 -4.20 -0.40
C -0.37 -4.94 -0.11
C -1.58 -4.24 -0.14
C -2.79 -4.92 0.00
C -2.78 -6.30 0.22
C -1.57 -6.99 0.33
C -0.35 -6.31 0.18
H 2.08 -4.53 -4.49
H 1.79 -6.23 -4.05
H 0.58 -5.33 -4.97
H -0.10 -5.54 -2.59
H 0.60 -2.69 -3.47
H -0.82 -3.62 -3.96
H -0.66 -3.11 -2.28
H 2.32 -3.83 -1.97
H 1.80 -6.80 -1.48
H 3.15 -6.04 -2.34
H 6.45 -6.82 2.67
H 7.62 -8.41 1.11
H 6.71 -8.80 -1.17
H 4.62 -7.63 -1.92
H 0.71 -3.13 -0.48
H -1.56 -3.15 -0.30
H -3.73 -4.37 -0.08
H -3.72 -6.84 0.32
H -1.54 -8.07 0.52
H 0.60 -6.83 0.30
*
```

Summary:
**Energy above the lowest of the compared OMol25 structures with the same formula, charge and spin**: 4.0 kJ/mol
**HOMO-LUMO gap**: 0.1630 hartree
**DFT total energy**: -2486.13662 hartree


No. 5
DFT (ωB97M-V with the def2-TZVPD basis set) results for a molecular structure, C41H45BrFN9O7PbS2 in a non-equilibrium geometry.

```
! wB97M-V def2-TZVPD RIJCOSX def2/J DEFGRID3
* xyz 0 1
Pb -0.77 -0.04 0.99
O -3.75 3.49 2.76
C -2.84 3.98 3.63
C -3.38 4.91 4.49
C -2.57 5.59 5.42
C -1.25 5.21 5.54
C -0.72 4.31 4.63
C -1.51 3.64 3.67
C -0.88 2.66 2.74
O -1.65 1.80 2.23
N 0.39 2.59 2.61
N 0.85 1.53 1.92
C 2.10 1.71 1.64
S 3.10 0.66 0.74
C 4.65 1.53 1.19
C 4.36 3.00 0.98
S 2.84 3.27 2.02
H -3.37 2.67 2.42
H -4.40 5.18 4.34
H -3.06 6.31 6.06
H -0.65 5.61 6.35
H 0.35 4.06 4.65
H 5.45 1.12 0.52
H 4.95 1.29 2.21
H 4.15 3.16 -0.07
H 5.13 3.73 1.30
C -4.56 -1.13 -2.57
C -3.80 -2.44 -2.92
C -3.42 -2.42 -4.37
C -4.71 -3.62 -2.68
C -2.61 -2.53 -2.08
N -1.68 -2.59 -1.41
H -5.53 -1.14 -3.11
H -4.01 -0.24 -2.85
H -4.72 -1.02 -1.52
H -4.25 -2.17 -5.01
H -2.95 -3.37 -4.68
H -2.64 -1.66 -4.54
H -5.59 -3.48 -3.33
H -4.97 -3.62 -1.62
H -4.22 -4.52 -2.93
C 5.74 -3.73 -3.05
C 4.51 -3.20 -2.36
C 4.03 -1.94 -2.61
C 2.81 -1.47 -2.05
C 2.33 -0.11 -2.47
C 2.16 -2.25 -1.10
C 2.63 -3.57 -0.86
C 1.96 -4.49 0.12
C 3.76 -4.00 -1.52
C 1.12 -1.68 -0.18
O 0.71 -2.26 0.81
O 0.72 -0.48 -0.42
H 5.44 -4.56 -3.67
H 6.44 -4.16 -2.36
H 6.21 -2.95 -3.66
H 4.62 -1.34 -3.26
H 2.86 0.15 -3.40
H 2.56 0.69 -1.76
H 1.27 -0.11 -2.65
H 1.97 -4.05 1.11
H 2.52 -5.46 0.14
H 0.89 -4.59 -0.12
H 4.04 -5.05 -1.42
N 4.57 -2.57 1.46
C 4.17 -3.55 2.35
N 4.65 -4.84 2.15
N 3.32 -3.39 3.33
C 2.82 -2.19 3.47
N 2.33 -1.16 3.70
H 4.74 -2.90 0.51
H 3.93 -1.76 1.51
H 5.55 -4.88 1.74
H 4.48 -5.41 2.93
F -4.15 -3.71 4.59
C -3.45 -2.94 3.75
C -3.04 -3.49 2.58
C -2.19 -2.72 1.80
C -1.87 -1.43 2.23
C -2.33 -0.89 3.45
C -3.13 -1.69 4.24
H -3.30 -4.50 2.33
H -1.83 -3.13 0.85
H -1.94 0.05 3.78
H -3.54 -1.43 5.16
N 2.21 5.43 -1.06
C 2.39 4.62 -2.18
N 1.86 3.35 -2.07
O 3.05 4.99 -3.13
H 1.94 5.08 -0.18
H 2.80 6.24 -1.03
H 1.13 3.17 -1.36
H 1.66 2.86 -2.91
Br -1.23 4.70 -4.41
C -2.55 3.65 -3.59
C -3.80 3.54 -4.18
C -4.77 2.83 -3.50
C -4.51 2.11 -2.33
C -3.18 2.15 -1.82
C -2.23 2.94 -2.46
C -2.74 1.20 -0.72
O -3.44 0.61 0.06
O -1.39 1.11 -0.69
H -3.94 4.07 -5.12
H -5.73 2.85 -3.96
H -5.27 1.59 -1.81
H -1.25 2.99 -2.08
*
```

Summary:
**HOMO-LUMO gap**: 0.2776 hartree
**DFT total energy**: -6272.01085 hartree